Formula: C17H24N4O3S2
Source: the OMol25 dataset
Level of theory: the ωB97M-V functional and the def2-TZVPD basis

## Properties
Energy relative to the best compared isomer or geometry (same formula, charge and spin), kcal per mole: 41.8
Energy, Ha: -1903.29160

Each atom is followed by the atoms it is bonded to, with distances in Å.
Element x y z (Å)
1 C 3.5503 -0.5129 -4.4576  C2 1.525, H27 1.088, H28 1.088, H29 1.088
2 C 2.4853 -1.0405 -5.4130  C1 1.525, C3 1.530, H30 1.092, H31 1.092
3 C 1.1180 -1.2637 -4.7646  C2 1.530, C4 1.533, H32 1.092, H33 1.091
4 C 1.1091 -2.3345 -3.6677  C3 1.533, N5 1.444, H34 1.095, H35 1.092
5 N 1.4459 -1.8052 -2.3673  C4 1.444, C6 1.342, H36 1.008
6 C 0.5724 -1.7927 -1.3491  N5 1.342, O7 1.216, N8 1.389
7 O -0.5469 -2.2680 -1.3622  C6 1.216
8 N 1.0271 -1.1422 -0.2090  C6 1.389, O9 1.403, C10 1.441
9 O 2.3303 -0.6246 -0.1801  N8 1.403, H37 0.973
10 C 0.3340 -1.2688 1.0480  N8 1.441, N11 1.454, C24 1.537, H38 1.097
11 N 0.0640 0.0552 1.5850  C10 1.454, N12 1.342, C21 1.364
12 N -0.8714 0.9017 1.1273  N11 1.342, C13 1.280
13 C -1.6683 0.6270 0.1639  N12 1.280, C14 1.441, H39 1.091
14 C -2.6663 1.5752 -0.2604  C13 1.441, C15 1.401, C19 1.412
15 C -3.5158 1.2180 -1.3157  C14 1.401, C16 1.376, H40 1.081
16 C -4.4946 2.0732 -1.7663  C15 1.376, C17 1.391, H41 1.079
17 C -4.6467 3.3176 -1.1641  C16 1.391, C18 1.378, H42 1.080
18 C -3.8231 3.6950 -0.1264  C17 1.378, C19 1.397, H43 1.079
19 C -2.8219 2.8418 0.3446  C14 1.412, C18 1.397, O20 1.335
20 O -2.0590 3.2778 1.3501  C19 1.335, H44 0.980
21 C 0.9402 0.5305 2.5158  N11 1.364, S22 1.632, S23 1.752
22 S 0.9670 2.0715 3.0526  C21 1.632
23 S 2.0355 -0.7315 3.0413  C21 1.752, C24 1.855
24 C 1.0799 -2.0448 2.1446  C10 1.537, S23 1.855, C25 1.519, C26 1.525
25 C 2.0188 -3.1019 1.5892  C24 1.519, H45 1.089, H46 1.087, H47 1.087
26 C 0.0768 -2.6450 3.1234  C24 1.525, H48 1.087, H49 1.089, H50 1.088
27 H 4.4407 -0.2273 -5.0133  C1 1.088
28 H 3.1885 0.3651 -3.9262  C1 1.088
29 H 3.8437 -1.2717 -3.7355  C1 1.088
30 H 2.3594 -0.3245 -6.2281  C2 1.092
31 H 2.8297 -1.9793 -5.8525  C2 1.092
32 H 0.7503 -0.3256 -4.3436  C3 1.092
33 H 0.4192 -1.5697 -5.5448  C3 1.091
34 H 1.8044 -3.1405 -3.9247  C4 1.095
35 H 0.1072 -2.7572 -3.5634  C4 1.092
36 H 2.3515 -1.3854 -2.2287  N5 1.008
37 H 2.2695 0.3443 -0.1212  O9 0.973
38 H -0.6066 -1.7760 0.8004  C10 1.097
39 H -1.6459 -0.3143 -0.3862  C13 1.091
40 H -3.3877 0.2473 -1.7732  C15 1.081
41 H -5.1403 1.7803 -2.5796  C16 1.079
42 H -5.4138 3.9938 -1.5107  C17 1.080
43 H -3.9275 4.6569 0.3504  C18 1.079
44 H -1.3922 2.6022 1.5932  O20 0.980
45 H 1.4593 -3.7937 0.9617  C25 1.089
46 H 2.8092 -2.6478 0.9974  C25 1.087
47 H 2.4736 -3.6555 2.4063  C25 1.087
48 H 0.5999 -3.0721 3.9755  C26 1.087
49 H -0.6109 -1.8844 3.4889  C26 1.089
50 H -0.4965 -3.4309 2.6352  C26 1.088

Formula: C3HBrOS2
Source: the OMol25 dataset
Level of theory: the ωB97M-V functional and the def2-TZVPD basis

## Properties
Energy relative to the best compared isomer or geometry (same formula, charge and spin), kcal per mole: 0.0
Energy, Ha: -3560.54289

Each atom is followed by the atoms it is bonded to, with distances in Å.
Element x y z (Å)
1 O 1.4581 0.2963 2.4440  C2 1.190
2 C 0.8341 0.1779 1.4379  O1 1.190, S3 1.779, S7 1.780
3 S -0.9249 0.4186 1.3237  C2 1.779, C4 1.734
4 C -1.0643 0.0818 -0.3713  S3 1.734, C5 1.337, H8 1.074
5 C 0.0588 -0.2258 -1.0279  C4 1.337, Br6 1.880, S7 1.749
6 Br 0.1216 -0.6228 -2.8643  C5 1.880
7 S 1.5580 -0.2614 -0.1273  C2 1.780, C5 1.749
8 H -2.0414 0.1353 -0.8148  C4 1.074

Formula: C6H11O
Source: the OMol25 dataset
Level of theory: the ωB97M-V functional and the def2-TZVPD basis

## Properties
Energy relative to the best compared isomer or geometry (same formula, charge and spin), kcal per mole: 37.9
Energy, Ha: -310.08469
Total charge: +1

Each atom is followed by the atoms it is bonded to, with distances in Å.
Element x y z (Å)
1 C 2.1488 -0.0663 0.0629  C2 1.589, C3 1.455, H8 1.073, H9 1.132
2 C 1.0739 -1.1394 -0.4038  C1 1.589, C4 1.591, H10 1.090, H11 1.061
3 C 1.3619 1.1238 0.3469  C1 1.455, O7 1.446, H12 1.078, H13 1.117
4 C -0.1575 -0.2295 -0.8345  C2 1.591, C5 1.498, O7 1.442, H14 1.063
5 C -1.3684 -0.2473 0.0469  C4 1.498, C6 1.448, H15 1.130
6 C -2.7228 0.2311 -0.1356  C5 1.448, H16 1.127, H17 1.061, H18 1.105
7 O 0.0701 1.0911 -0.3010  C3 1.446, C4 1.442
8 H 2.5026 -0.4511 1.0002  C1 1.073
9 H 2.9305 -0.1442 -0.7528  C1 1.132
10 H 1.4666 -1.6938 -1.2557  C2 1.090
11 H 0.8194 -1.6513 0.4897  C2 1.061
12 H 1.1737 1.1949 1.4063  C3 1.078
13 H 1.8732 2.0213 -0.0787  C3 1.117
14 H -0.2842 -0.0980 -1.8819  C4 1.063
15 H -1.3847 -0.6047 1.1186  C5 1.130
16 H -2.9638 0.2720 -1.2362  C6 1.127
17 H -2.6634 1.2149 0.2587  C6 1.061
18 H -3.4319 -0.2982 0.5269  C6 1.105

Formula: C34H66O27
Source: the OMol25 dataset
Level of theory: the ωB97M-V functional and the def2-TZVPD basis

## Properties
Energy relative to the best compared isomer or geometry (same formula, charge and spin), kcal per mole: 130.7
Energy, Ha: -3366.47041

Each atom is followed by the atoms it is bonded to, with distances in Å.
Element x y z (Å)
1 C -11.5256 14.8333 2.2144  O2 1.449, H3 1.090, H4 1.090, H5 1.090
2 O -12.7897 14.4263 2.7936  C1 1.449, H6 0.960
3 H -11.6204 15.8479 1.8274  C1 1.090
4 H -10.8611 14.9973 3.0627  C1 1.090
5 H -11.1706 14.1179 1.4726  C1 1.090
6 H -12.9882 14.9194 3.5930  O2 0.960
7 C -2.5003 22.5060 11.7173  O8 1.456, H9 1.090, H10 1.090, H11 1.090
8 O -2.3735 22.0553 13.0955  C7 1.456, H12 0.960
9 H -3.4624 23.0063 11.6069  C7 1.090
10 H -1.6862 23.1822 11.4563  C7 1.090
11 H -2.4041 21.6493 11.0503  C7 1.090
12 H -2.6648 21.1407 13.0775  O8 0.960
13 C -13.2159 22.4498 6.6776  O14 1.424, H15 1.090, H16 1.090, H17 1.090
14 O -13.5202 21.4897 5.6705  C13 1.424, H18 0.960
15 H -14.0123 22.4029 7.4204  C13 1.090
16 H -12.3040 22.1761 7.2083  C13 1.090
17 H -13.0651 23.4443 6.2576  C13 1.090
18 H -14.1693 21.8966 5.0920  O14 0.960
19 C -1.2575 26.7799 6.0380  O20 1.423, H21 1.090, H22 1.090, H23 1.090
20 O -2.0195 25.6611 6.4762  C19 1.423, H24 0.960
21 H -1.2758 26.7625 4.9483  C19 1.090
22 H -1.6396 27.6898 6.5008  C19 1.090
23 H -0.2576 26.5174 6.3834  C19 1.090
24 H -1.5045 24.8538 6.4084  O20 0.960
25 C -12.7736 16.9183 7.8546  O26 1.467, H27 1.090, H28 1.090, H29 1.090
26 O -13.1401 17.1346 6.4506  C25 1.467, H30 0.960
27 H -13.4692 17.4890 8.4698  C25 1.090
28 H -12.8638 15.8813 8.1780  C25 1.090
29 H -11.7866 17.2999 8.1161  C25 1.090
30 H -13.1937 18.0867 6.3397  O26 0.960
31 C -0.9582 17.6078 7.2767  O32 1.373, H33 1.090, H34 1.090, H35 1.090
32 O -1.7865 18.2227 6.3703  C31 1.373, H36 0.960
33 H -0.8045 16.5621 7.0103  C31 1.090
34 H 0.0379 18.0361 7.3880  C31 1.090
35 H -1.3765 17.6175 8.2832  C31 1.090
36 H -2.3937 17.5246 6.1143  O32 0.960
37 C -13.3990 26.6137 -1.1053  C38 1.523, H44 1.090, H45 1.090, H46 1.090
38 C -12.2766 27.0439 -0.1695  C37 1.523, C39 1.555, O43 1.454, H47 1.090
39 C -12.7406 27.3748 1.2768  C38 1.555, O40 1.428, H48 1.090, H49 1.090
40 O -11.7521 26.8071 2.1373  C39 1.428, C41 1.357
41 C -10.9936 25.9190 1.4466  O40 1.357, O42 1.218, O43 1.437
42 O -10.1558 25.1561 1.8940  C41 1.218
43 O -11.3958 25.9114 0.0665  C38 1.454, C41 1.437
44 H -13.0661 26.4192 -2.1249  C37 1.090
45 H -14.1721 27.3581 -1.2959  C37 1.090
46 H -13.8816 25.7003 -0.7575  C37 1.090
47 H -11.6158 27.8179 -0.5600  C38 1.090
48 H -13.6979 26.9096 1.5118  C39 1.090
49 H -12.7627 28.4478 1.4675  C39 1.090
50 C -7.9104 24.4560 16.5687  C51 1.538, H57 1.090, H58 1.090, H59 1.090
51 C -7.5513 25.8823 17.0185  C50 1.538, C52 1.530, O56 1.425, H60 1.090
52 C -8.5185 26.5560 17.9932  C51 1.530, O53 1.448, H61 1.090, H62 1.090
53 O -7.6628 27.1155 19.0187  C52 1.448, C54 1.319
54 C -6.4582 26.5856 18.9355  O53 1.319, O55 1.224, O56 1.378
55 O -5.5990 26.6807 19.8019  C54 1.224
56 O -6.3988 25.7450 17.8456  C51 1.425, C54 1.378
57 H -7.0734 24.0054 16.0354  C50 1.090
58 H -8.7914 24.5689 15.9368  C50 1.090
59 H -8.2150 23.8483 17.4208  C50 1.090
60 H -7.3299 26.5885 16.2183  C51 1.090
61 H -9.1766 25.8200 18.4553  C52 1.090
62 H -9.0596 27.2737 17.3767  C52 1.090
63 C -11.2781 27.8595 8.4433  C64 1.551, H70 1.090, H71 1.090, H72 1.090
64 C -10.9326 27.0779 9.7372  C63 1.551, C65 1.553, O69 1.384, H73 1.090
65 C -9.5919 27.4396 10.4322  C64 1.553, O66 1.421, H74 1.090, H75 1.090
66 O -9.9934 27.2940 11.7872  C65 1.421, C67 1.322
67 C -11.3063 27.3376 11.9332  O66 1.322, O68 1.212, O69 1.359
68 O -11.9375 27.2634 12.9654  C67 1.212
69 O -11.8653 27.4288 10.6981  C64 1.384, C67 1.359
70 H -10.4674 27.6335 7.7506  C63 1.090
71 H -11.2012 28.9294 8.6369  C63 1.090
72 H -12.1975 27.6381 7.9014  C63 1.090
73 H -10.9177 25.9916 9.6489  C64 1.090
74 H -9.3016 28.4489 10.1402  C65 1.090
75 H -8.8376 26.7164 10.1223  C65 1.090
76 C -8.2167 20.3320 5.7665  C77 1.557, H83 1.090, H84 1.090, H85 1.090
77 C -7.3215 20.5049 7.0290  C76 1.557, C78 1.507, O82 1.426, H86 1.090
78 C -6.8269 21.9266 7.1045  C77 1.507, O79 1.436, H87 1.090, H88 1.090
79 O -7.4723 22.4001 8.2971  C78 1.436, C80 1.359
80 C -8.1330 21.4010 8.9388  O79 1.359, O81 1.238, O82 1.337
81 O -8.7469 21.5406 10.0050  C80 1.238
82 O -8.1100 20.2890 8.1976  C77 1.426, C80 1.337
83 H -8.5922 19.3171 5.6353  C76 1.090
84 H -7.7396 20.6207 4.8299  C76 1.090
85 H -9.0814 20.9806 5.9070  C76 1.090
86 H -6.4630 19.8356 6.9731  C77 1.090
87 H -7.2648 22.5250 6.3056  C78 1.090
88 H -5.7695 22.0474 7.3403  C78 1.090
89 C -3.2983 22.9916 1.7514  C90 1.555, H96 1.090, H97 1.090, H98 1.090
90 C -3.6784 24.3589 1.1160  C89 1.555, C91 1.466, O95 1.409, H99 1.090
91 C -2.8168 24.8571 0.0394  C90 1.466, O92 1.442, H100 1.090, H101 1.090
92 O -3.6852 25.0702 -1.0924  C91 1.442, C93 1.336
93 C -4.8578 24.4874 -0.8282  O92 1.336, O94 1.215, O95 1.315
94 O -5.7819 24.4599 -1.6164  C93 1.215
95 O -4.8924 24.1311 0.4374  C90 1.409, C93 1.315
96 H -2.3131 22.9781 2.2175  C89 1.090
97 H -3.3381 22.1776 1.0275  C89 1.090
98 H -3.9713 22.6936 2.5554  C89 1.090
99 H -3.8943 25.1090 1.8769  C90 1.090
100 H -2.0697 24.1413 -0.3035  C91 1.090
101 H -2.2857 25.7896 0.2303  C91 1.090
102 C -8.3323 18.2183 17.6980  C103 1.579, H109 1.090, H110 1.090, H111 1.090
103 C -9.7526 18.7626 17.2735  C102 1.579, C104 1.521, O108 1.421, H112 1.090
104 C -10.0643 19.0650 15.8156  C103 1.521, O105 1.429, H113 1.090, H114 1.090
105 O -11.0854 18.1391 15.4397  C104 1.429, C106 1.367
106 C -11.4246 17.4142 16.5477  O105 1.367, O107 1.262, O108 1.319
107 O -12.2597 16.4677 16.5523  C106 1.262
108 O -10.7662 17.8264 17.6140  C103 1.421, C106 1.319
109 H -7.6511 18.9352 17.2397  C102 1.090
110 H -8.2435 17.2399 17.2258  C102 1.090
111 H -8.1630 18.2726 18.7734  C102 1.090
112 H -9.8790 19.6706 17.8631  C103 1.090
113 H -9.1464 18.9459 15.2399  C104 1.090
114 H -10.5475 20.0275 15.6474  C104 1.090
115 C -2.2389 10.2637 4.1284  C116 1.484, H122 1.090, H123 1.090, H124 1.090
116 C -2.6479 11.5460 3.5034  C115 1.484, C117 1.503, O121 1.424, H125 1.090
117 C -4.0554 11.5224 2.9779  C116 1.503, O118 1.405, H126 1.090, H127 1.090
118 O -4.6817 12.6605 3.5142  C117 1.405, C119 1.341
119 C -3.9015 13.2254 4.4466  O118 1.341, O120 1.248, O121 1.339
120 O -4.2272 14.1951 5.1618  C119 1.248
121 O -2.7612 12.5276 4.5288  C116 1.424, C119 1.339
122 H -3.0973 9.8781 4.6784  C115 1.090
123 H -1.3746 10.4019 4.7780  C115 1.090
124 H -2.0461 9.5946 3.2898  C115 1.090
125 H -1.9694 11.7823 2.6838  C116 1.090
126 H -4.5809 10.6055 3.2448  C117 1.090
127 H -4.1753 11.5534 1.8950  C117 1.090

Formula: C4H12N2
Source: the OMol25 dataset
Level of theory: the ωB97M-V functional and the def2-TZVPD basis

## Properties
Energy relative to the best compared isomer or geometry (same formula, charge and spin), kcal per mole: 36.1
Energy, Ha: -269.05878

Each atom is followed by the atoms it is bonded to, with distances in Å.
Element x y z (Å)
1 C -2.2533 1.5290 -0.7844  N2 1.260, H4 1.096, H5 1.082
2 N -2.2840 2.7835 -0.9006  C1 1.260, C3 1.449
3 C -1.2219 3.4029 -1.6665  N2 1.449, H6 1.084, H7 1.091, H8 1.087
4 H -1.4761 0.9114 -1.2493  C1 1.096
5 H -3.0659 1.0146 -0.2890  C1 1.082
6 H -1.6328 3.6889 -2.6284  C3 1.084
7 H -0.3877 2.7227 -1.8466  C3 1.091
8 H -0.8479 4.2717 -1.1301  C3 1.087
9 C 2.1245 -1.7877 0.2561  C10 1.535, H12 1.088, H13 1.086, H14 1.091
10 C 0.8971 -1.7185 1.1752  C9 1.535, N11 1.434, H15 1.099, H16 1.085
11 N 0.6805 -2.9173 1.9321  C10 1.434, H17 1.001, H18 1.002
12 H 2.4794 -0.7771 0.0655  C9 1.088
13 H 2.9265 -2.3520 0.7234  C9 1.086
14 H 1.8637 -2.2396 -0.7022  C9 1.091
15 H 1.0146 -0.8361 1.8199  C10 1.099
16 H 0.0744 -1.4567 0.5177  C10 1.085
17 H -0.2796 -3.1546 2.0864  N11 1.001
18 H 1.3885 -3.0850 2.6208  N11 1.002

Formula: C2H9NS3
Source: the OMol25 dataset
Level of theory: the ωB97M-V functional and the def2-TZVPD basis

## Properties
Energy relative to the best compared isomer or geometry (same formula, charge and spin), kcal per mole: 4.4
Energy, Ha: -1330.89012

Each atom is followed by the atoms it is bonded to, with distances in Å.
Element x y z (Å)
1 N -0.5157 2.2491 0.4062  C2 1.455, H5 1.035, H6 0.990
2 C -0.3097 0.8097 0.4560  N1 1.455, C3 1.564, H7 1.083, H8 1.076
3 C -1.6065 0.0190 0.0821  C2 1.564, S4 1.783, H9 1.123, H10 1.108
4 S -1.2506 -1.7204 -0.0782  C3 1.783, H11 1.341
5 H -0.8904 2.6681 1.2754  N1 1.035
6 H 0.2560 2.7673 0.0643  N1 0.990
7 H 0.0494 0.5090 1.4326  C2 1.083
8 H 0.4847 0.5848 -0.2340  C2 1.076
9 H -2.3679 0.1718 0.8937  C3 1.123
10 H -1.9266 0.3778 -0.9164  C3 1.108
11 H -1.7358 -1.8459 -1.3222  S4 1.341
12 S 2.8142 -0.9728 -1.3265  S13 2.067, H14 1.366
13 S 2.7511 -1.6397 0.6290  S12 2.067, H15 1.333
14 H 2.8199 -2.1776 -1.9693  S12 1.366
15 H 1.4277 -1.8000 0.6074  S13 1.333

Copy entry 3 word for word.
Formula: C6H11O
Source: the OMol25 dataset
Level of theory: the ωB97M-V functional and the def2-TZVPD basis

## Properties
Energy relative to the best compared isomer or geometry (same formula, charge and spin), kcal per mole: 37.9
Energy, Ha: -310.08469
Total charge: +1

Each atom is followed by the atoms it is bonded to, with distances in Å.
Element x y z (Å)
1 C 2.1488 -0.0663 0.0629  C2 1.589, C3 1.455, H8 1.073, H9 1.132
2 C 1.0739 -1.1394 -0.4038  C1 1.589, C4 1.591, H10 1.090, H11 1.061
3 C 1.3619 1.1238 0.3469  C1 1.455, O7 1.446, H12 1.078, H13 1.117
4 C -0.1575 -0.2295 -0.8345  C2 1.591, C5 1.498, O7 1.442, H14 1.063
5 C -1.3684 -0.2473 0.0469  C4 1.498, C6 1.448, H15 1.130
6 C -2.7228 0.2311 -0.1356  C5 1.448, H16 1.127, H17 1.061, H18 1.105
7 O 0.0701 1.0911 -0.3010  C3 1.446, C4 1.442
8 H 2.5026 -0.4511 1.0002  C1 1.073
9 H 2.9305 -0.1442 -0.7528  C1 1.132
10 H 1.4666 -1.6938 -1.2557  C2 1.090
11 H 0.8194 -1.6513 0.4897  C2 1.061
12 H 1.1737 1.1949 1.4063  C3 1.078
13 H 1.8732 2.0213 -0.0787  C3 1.117
14 H -0.2842 -0.0980 -1.8819  C4 1.063
15 H -1.3847 -0.6047 1.1186  C5 1.130
16 H -2.9638 0.2720 -1.2362  C6 1.127
17 H -2.6634 1.2149 0.2587  C6 1.061
18 H -3.4319 -0.2982 0.5269  C6 1.105

- Among the records above, which one has the highest energy?
  C4H12N2

- The lowest energy belongs to which entry?
  C3HBrOS2